C16H15BrCoTe as an isolated structure. Source: the OMol25 dataset; level of theory: ωB97M-V/def2-TZVPD.

ORCA input file:
```
! wB97M-V def2-TZVPD RIJCOSX def2/J DEFGRID3
* xyz -1 5
C 0.125 0.678 -2.319
C 1.446 0.753 -1.825
C 1.889 -0.571 -1.505
H 2.014 1.686 -1.672
C 0.810 -1.469 -1.825
C -0.280 -0.684 -2.314
H -1.248 -1.070 -2.626
H -0.466 1.521 -2.690
H 2.828 -0.839 -1.027
H 0.767 -2.538 -1.603
Co 0.309 -0.149 -0.485
Br 1.818 0.494 1.749
C -1.763 0.455 2.080
C -2.323 -0.183 0.939
C -2.017 0.624 -0.217
H -2.791 -1.165 0.889
C -1.338 1.812 0.250
C -1.170 1.694 1.655
H -0.663 2.423 2.285
H -1.763 0.063 3.090
H -2.473 0.498 -1.198
H -0.979 2.632 -0.389
Te 0.624 -2.141 1.770
C 2.172 -3.534 1.634
C 1.990 -4.696 0.849
C 2.955 -5.716 0.907
C 4.082 -5.578 1.727
C 4.264 -4.422 2.488
C 3.320 -3.382 2.444
H 1.088 -4.780 0.241
H 2.820 -6.621 0.312
H 4.826 -6.387 1.770
H 5.144 -4.321 3.127
H 3.427 -2.474 3.030
*
```

DFT total energy in eV: -131796.6796
Highest occupied orbital energy (alpha / beta) in eV: -3.412 / -3.752
F_max in eV Å⁻¹: 8.2
Expectation value of S²: 6.0238
Energy above the lowest of the compared OMol25 structures with the same formula, charge and spin in eV: 0.000

Atom charges from the natural (NBO) analysis, given in e for atoms 1 to 8: C -0.3380; C -0.3681; C -0.3836; H 0.2423; C -0.3743; C -0.3621; H 0.2354; H 0.2362


One molecule with the formula C2H4ClNS. Source: the OMol25 dataset; level of theory: ωB97M-V/def2-TZVPD.

ORCA input file:
```
! wB97M-V def2-TZVPD RIJCOSX def2/J DEFGRID3
* xyz 0 1
C 1.308 -1.502 0.281
C -0.292 0.562 -0.062
N -0.128 -0.815 0.273
S 2.552 -0.720 -0.298
Cl -1.635 -1.802 0.387
H 1.244 -2.616 0.451
H 0.704 0.849 0.346
H -0.331 0.942 -1.111
H -1.206 0.956 0.461
*
```

DFT total energy in eV: -26983.7856
Highest occupied orbital energy in eV: -8.920
F_max in eV Å⁻¹: 5.3
SMILES: CN(Cl)C=S
Energy above the lowest of the compared OMol25 structures with the same formula, charge and spin in eV: 2.838

Atom charges from the natural (NBO) analysis, given in e for atoms 1 to 8: C -0.1511; C -0.4422; N -0.4322; S 0.0536; Cl 0.0937; H 0.2284; H 0.2346; H 0.1976


> The highest DFT total energy belongs to which entry?

C2H4ClNS


> Look up the energy above the lowest of the compared OMol25 structures with the same formula, charge and spin of the second one.

2.838 eV


> What is the formula in the second record?

C2H4ClNS


> The lowest energy above the lowest of the compared OMol25 structures with the same formula, charge and spin belongs to which entry?

C16H15BrCoTe